DFT (the ωB97M-V functional and the def2-TZVPD basis) results for C20H33As2FN5O4Sn as an isolated structure.

Geometry (Å):
Sn -1.956 -0.024 0.713
N -1.300 0.089 3.024
C -1.611 1.405 3.609
C -1.226 2.502 2.627
N -1.865 2.321 1.305
C -3.111 3.083 1.088
C -4.236 2.684 2.025
N -4.489 1.244 1.954
H -1.764 -0.653 3.539
H -0.303 -0.122 3.074
H -1.084 1.561 4.552
H -2.678 1.425 3.814
H -0.147 2.480 2.473
H -1.478 3.478 3.051
H -1.199 2.618 0.600
H -3.414 2.901 0.052
H -2.927 4.156 1.192
H -5.108 3.296 1.776
H -3.972 2.938 3.053
H -4.980 1.011 1.096
H -5.094 0.949 2.711
C -0.036 -3.724 -1.480
As -0.762 -1.942 -1.787
C -1.648 -2.262 -3.504
C 0.839 -0.998 -2.409
C 2.025 -1.688 -2.658
C 3.183 -1.013 -3.020
C 3.166 0.368 -3.138
C 1.987 1.063 -2.909
C 0.820 0.399 -2.543
As -0.843 1.398 -2.231
C -1.272 1.862 -4.084
C -0.105 3.133 -1.693
H 0.743 -3.679 -0.716
H 0.356 -4.169 -2.393
H -0.845 -4.347 -1.102
H -0.955 -2.696 -4.224
H -2.043 -1.328 -3.899
H -2.481 -2.946 -3.345
H 2.054 -2.767 -2.571
H 4.093 -1.567 -3.215
H 4.063 0.903 -3.418
H 1.993 2.141 -3.015
H -0.400 2.290 -4.576
H -2.090 2.580 -4.095
H -1.582 0.970 -4.624
H 0.530 3.570 -2.462
H 0.482 3.013 -0.783
H -0.936 3.818 -1.517
F 4.225 -4.648 0.808
C 3.696 -3.627 1.478
C 3.388 -2.484 0.868
N 2.864 -1.410 1.565
C 2.285 -0.281 0.879
C 0.782 -0.413 0.842
O 0.210 -1.446 1.195
O 0.127 0.637 0.489
C 2.531 -1.505 2.901
O 1.930 -0.618 3.484
N 2.919 -2.674 3.507
C 3.478 -3.812 2.913
O 3.722 -4.805 3.546
H 3.549 -2.339 -0.191
H 2.682 -0.173 -0.132
H 2.513 0.625 1.439
H 2.706 -2.749 4.492

Calculated values
orbital gap: 8.55 eV
largest force on an atom: 0.3 eV/A
charge: +1

=====

DFT (the ωB97M-V functional and the def2-TZVPD basis) results for a 3-piece molecular cluster, C20H33BClN3O9P overall at a distorted geometry.

Geometry (Å):
C 2.499 -3.054 -0.835
O 2.033 -1.905 -1.605
B 3.008 -0.822 -1.564
O 4.264 -0.997 -2.233
C 2.529 0.527 -0.776
C 2.265 1.890 -1.526
P 2.466 2.133 -3.393
N 1.826 3.566 -3.798
C 1.777 3.137 -0.723
N 1.550 3.063 0.698
C 1.768 1.843 1.429
C 1.439 1.835 3.005
C -0.182 1.626 3.101
C -0.702 0.304 2.361
C -2.330 0.161 2.421
N -2.756 -0.410 1.098
C -3.577 0.519 0.325
C -4.899 -0.019 -0.402
O -3.271 1.752 0.185
C 2.269 0.499 0.773
Cl 2.501 -0.995 1.810
H 3.561 -2.849 -0.425
H 1.799 -3.287 0.053
H 2.560 -4.019 -1.453
H 4.037 -1.401 -3.110
H 1.702 1.143 -4.115
H 3.857 2.054 -3.732
H 1.064 3.416 -4.484
H 1.551 4.124 -1.245
H 1.217 3.879 1.246
H 1.727 2.853 3.472
H 1.982 1.014 3.582
H -0.639 2.554 2.574
H -0.539 1.707 4.197
H -0.429 0.226 1.256
H -0.214 -0.594 2.892
H -2.789 1.183 2.642
H -2.635 -0.616 3.214
H -3.178 -1.342 1.189
H -4.706 -0.287 -1.493
H -5.357 -0.931 0.116
H -5.701 0.812 -0.405
C -5.015 4.371 -5.297
C -5.081 3.728 -3.929
C -4.167 2.549 -3.766
O -4.832 1.787 -2.766
C -6.160 2.083 -2.873
O -7.034 1.483 -2.313
O -6.361 3.145 -3.701
H -4.046 4.848 -5.461
H -5.181 3.633 -6.088
H -5.801 5.123 -5.403
H -4.912 4.481 -3.151
H -3.168 2.836 -3.434
H -4.081 1.935 -4.668
C 3.350 -4.120 4.757
C 3.610 -5.271 3.810
C 5.056 -5.653 3.700
O 5.121 -6.219 2.395
C 4.132 -5.629 1.667
O 4.016 -5.728 0.478
O 3.296 -4.908 2.468
H 3.558 -4.406 5.790
H 3.968 -3.253 4.503
H 2.309 -3.794 4.685
H 2.985 -6.129 4.081
H 5.355 -6.384 4.453
H 5.739 -4.798 3.740

Calculated values
orbital gap: 6.97 eV
largest force on an atom: 4.8 eV/A
charge: +1

=====

DFT (the ωB97M-V functional and the def2-TZVPD basis) results for a 9-piece molecular cluster, C20H33Cl10FO3 overall at a distorted geometry.

Geometry (Å):
F -2.136 3.474 0.436
C -0.928 2.831 0.392
C 0.209 3.274 1.040
C 1.328 2.502 1.029
C 1.363 1.285 0.375
C 0.298 0.876 -0.389
C -0.891 1.652 -0.367
H 0.337 4.196 1.586
H 2.155 2.747 1.679
H 2.226 0.636 0.384
H 0.316 -0.030 -0.977
H -1.735 1.333 -0.961
C -4.556 -2.401 1.760
C -3.815 -1.883 0.496
C -2.738 -0.900 0.730
O -4.167 -2.133 -0.672
H -5.587 -2.079 1.612
H -4.174 -1.941 2.671
H -4.421 -3.482 1.753
H -2.609 -0.310 -0.177
H -1.763 -1.274 1.043
H -2.948 -0.190 1.530
C 2.500 -4.079 0.573
C 2.173 -2.724 1.152
C 0.848 -2.530 1.826
O 2.943 -1.773 1.020
H 1.764 -4.500 -0.112
H 2.654 -4.726 1.437
H 3.480 -4.010 0.100
H 0.782 -1.603 2.395
H 0.658 -3.361 2.505
H 0.107 -2.583 1.028
C 6.633 -1.650 -2.955
C 5.332 -0.838 -2.981
C 4.186 -1.316 -2.082
O 5.131 0.127 -3.671
H 6.772 -2.187 -3.893
H 6.408 -2.424 -2.221
H 7.564 -1.138 -2.710
H 3.229 -1.141 -2.576
H 4.158 -0.775 -1.137
H 4.324 -2.383 -1.908
Cl -1.824 5.572 2.638
C -3.068 6.624 1.965
Cl -2.392 8.181 1.376
H -3.641 6.063 1.226
H -3.765 6.869 2.766
Cl -2.595 -1.024 -4.039
C -4.230 -0.421 -3.454
Cl -4.095 0.893 -2.318
H -4.769 -0.195 -4.375
H -4.744 -1.265 -2.996
Cl -6.637 3.920 1.604
C -5.149 3.049 1.698
Cl -5.380 1.379 2.134
H -4.702 3.003 0.705
H -4.509 3.469 2.474
Cl -0.544 -4.277 -3.820
C 0.334 -2.882 -3.180
Cl -0.202 -2.505 -1.445
H 1.396 -3.123 -3.126
H 0.086 -2.017 -3.795
Cl 3.877 2.212 3.846
C 4.653 1.086 2.684
Cl 4.758 1.809 1.073
H 5.667 0.842 2.999
H 4.068 0.171 2.595

Calculated values
orbital gap: 9.51 eV
largest force on an atom: 2.8 eV/A
charge: 0
SMILES string: Fc1ccccc1.CC(C)=O.CC(C)=O.CC(C)=O.ClCCl.ClCCl.ClCCl.ClCCl.ClCCl

=====

DFT (the ωB97M-V functional and the def2-TZVPD basis) results for C20H33Cl2LuN2O4 as an isolated structure at a distorted geometry.

Geometry (Å):
O 0.956 -0.353 -2.968
C -0.104 0.208 -2.597
C -0.423 1.650 -2.773
C 0.213 2.705 -2.112
H 0.473 2.500 -1.064
C 0.478 3.917 -2.781
H 1.040 4.663 -2.216
C 0.073 4.099 -4.102
H 0.280 5.031 -4.574
C -0.657 3.086 -4.735
H -0.991 3.246 -5.762
C -0.917 1.880 -4.068
H -1.479 1.093 -4.608
H -1.166 -0.352 -2.814
C -2.698 -1.062 -0.927
C -1.885 0.162 -0.415
H -3.364 -0.552 -1.661
H -3.237 -1.624 -0.182
H -2.118 -1.777 -1.495
C -2.450 1.379 -0.473
C -3.929 1.592 -0.198
H -1.990 2.339 -0.778
H -4.307 2.151 -1.078
H -4.161 2.213 0.664
H -4.507 0.707 -0.112
Lu -0.981 -0.083 1.608
Cl 0.078 2.204 1.619
Cl -3.236 -0.226 2.608
H 4.612 1.364 -1.633
H 4.666 1.953 0.846
C 3.542 1.394 -1.495
C 3.615 1.738 0.960
N 3.165 0.983 -0.168
H 3.061 0.772 -2.240
C 2.385 -0.121 -0.012
O 1.532 -0.299 0.873
H 3.442 1.182 1.872
H 2.565 -0.933 -0.742
H 3.245 2.411 -1.684
H 3.090 2.682 1.027
H -0.493 -5.591 1.582
H 1.337 -5.820 -0.345
C -0.989 -4.951 0.877
C 0.752 -5.094 -0.870
N -0.002 -4.284 0.060
H -1.625 -4.224 1.379
C 0.155 -2.963 0.132
O -0.537 -2.215 0.873
H 1.404 -4.495 -1.490
H 0.944 -2.524 -0.523
H -1.567 -5.602 0.258
H 0.100 -5.676 -1.483
C -0.687 0.832 4.954
C 0.248 -0.175 4.468
C 1.237 -0.827 5.322
O 0.220 -0.583 3.304
H -0.677 0.820 6.017
H -1.722 0.603 4.623
H -0.464 1.832 4.596
H 1.309 -1.876 5.088
H 2.221 -0.401 5.230
H 0.929 -0.710 6.340

Calculated values
orbital gap: 6.43 eV
largest force on an atom: 4.7 eV/A
charge: 0

=====

Energy above the lowest of the compared OMol25 structures with the same formula, charge and spin for the records above, in order: 0.0; 87.4; 0.0; 24.7 kcal per mole